ORCA calculation (the ωB97M-V functional and the def2-TZVPD basis) on a cluster of 3 separate species, CH7NO2 in total.

CARTESIAN COORDINATES (ANGSTROEM)
H  2.90187  -1.42444  0.74319
H  -3.39280  -0.80673  -0.44607
O  2.15407  -0.81426  0.59174
H  -0.41713  1.82146  0.17648
H  0.19160  0.42125  1.14751
H  -1.02636  -0.34496  -0.74761
N  -0.01763  -0.04066  -0.83284
H  1.25540  1.34090  0.09909
O  -2.55507  -0.32081  -0.26948
C  0.23423  0.94920  0.19210
H  0.67181  -0.78095  -0.65410

Computed properties:
- gap between HOMO and LUMO (alpha / beta) (eV) = 9.2380 / 9.1447
- net charge = +1
- multiplicity = 2
- E_HOMO (alpha / beta) (eV) = -17.61 / -16.74
- relative energy (zero: lowest compared OMol25 entry of this formula, charge and spin) (kcal/mol) = 102.3

The molecule's Mulliken atomic charges, reported in e, are given here:
1. H 0.34
2. H 0.36
3. O -0.37
4. H 0.34
5. H 0.39
6. H 0.39
7. N -0.05
8. H 0.33
9. O -0.37
10. C -0.69
11. H 0.34

=====

ORCA calculation (the ωB97M-V functional and the def2-TZVPD basis) on a cluster of 4 separate species, C24H58BN4O9 in total.

CARTESIAN COORDINATES (ANGSTROEM)
C  -1.47470  5.37583  -5.93607
O  -4.84213  0.45277  6.31015
H  2.77093  -4.34917  -3.44170
H  4.40023  -4.85334  -3.08615
C  3.26683  4.11033  -4.15512
O  -6.71318  2.42275  7.44913
H  -0.86225  -4.19911  -2.01160
H  -0.31746  7.84542  -3.03041
N  2.52058  -1.17585  -1.01656
C  2.98149  -0.26452  0.03834
N  3.02086  -6.62074  -4.70498
C  -6.00428  2.31757  8.67194
H  2.42466  -5.58365  -0.95810
H  -2.24246  -4.75249  3.51675
H  -0.52951  -2.72823  2.56524
H  -0.93763  6.71729  -8.32904
H  4.55436  -1.15809  -2.76033
H  -6.66816  1.84991  9.39705
H  0.02090  7.21106  -6.90929
C  3.16834  -2.41080  -1.07841
H  3.52158  1.05219  -2.24152
H  4.40779  1.97866  -1.04041
H  -1.29552  8.24428  -7.49763
H  -4.98579  1.65292  4.67534
C  -1.25106  -0.91894  4.20845
H  -3.34614  -1.01992  4.57591
H  -6.55719  -0.14255  7.33769
H  3.33990  3.90719  -1.68902
N  2.44238  -3.48721  -1.12421
C  -2.27569  -4.03105  4.33271
C  3.40566  1.76224  -1.41764
H  1.02847  -3.09318  3.33233
C  0.32030  -2.29762  3.09656
H  -5.90547  -1.32252  6.17162
H  0.71112  8.35967  -4.38379
C  -5.88418  2.65949  6.32627
N  4.56185  -2.53225  -1.13272
H  -2.32341  4.68500  -5.91885
H  2.53101  -0.56788  0.98480
H  -5.10558  1.70568  8.56934
C  -0.98265  5.56490  -4.51594
H  0.59705  -4.99754  -2.62674
C  -2.48138  -1.68551  4.64094
H  3.89283  4.76064  -3.54234
H  3.61795  -7.41706  -4.91229
O  0.30703  -2.70605  -0.06466
C  -0.14643  7.74833  -4.10762
B  0.92182  -3.51399  -0.97731
H  -0.68896  4.92657  -6.55294
H  -0.07793  -1.92779  -0.48292
O  2.65975  -7.29982  -2.50287
H  -2.96294  -4.40138  5.10011
H  3.99974  -4.86043  -0.76892
H  4.94896  -2.51722  -0.19340
H  2.64250  1.78376  0.60220
O  -1.92976  6.58454  -6.51388
H  -1.13136  -0.05079  4.86211
O  0.15903  6.40326  -4.44247
O  -0.06124  -1.68963  4.31154
H  2.37039  4.64477  -4.47699
H  0.09059  -6.71899  -1.10403
O  -2.73828  -2.80235  3.80038
H  -4.95085  3.14325  6.63282
C  0.11028  -4.60457  -1.73543
H  -1.02508  8.10888  -4.64468
H  -0.69247  4.58732  -4.11585
H  -6.51974  0.94091  5.19547
H  -5.05621  -1.01450  7.70156
H  -1.27644  -3.93783  4.76367
H  -1.78705  5.95911  -3.88694
H  3.83953  3.81223  -5.03289
H  -5.72379  3.31000  9.03982
H  -6.41932  3.35031  5.66769
C  3.08325  -4.81186  -1.34567
C  2.80667  3.02852  -2.05800
H  5.66241  -0.71212  -1.45174
H  2.46446  -0.71339  -1.91881
H  -1.37832  -0.55398  3.18294
H  -1.14813  -5.72030  -0.30841
C  5.23376  -1.54807  -2.00645
O  2.90315  2.91628  -3.46391
H  0.81361  -1.56696  2.44362
C  -0.12879  -5.74104  -0.68023
C  3.35633  -5.04696  -2.83629
H  0.53326  -5.63669  0.18715
C  -5.58830  1.39216  5.55161
H  1.50937  1.13311  -0.61217
H  2.09709  -6.88245  -5.03840
H  1.75005  3.11546  -1.77923
C  -5.64294  -0.55452  6.90762
C  2.97388  -6.43821  -3.28371
C  -0.97658  7.21351  -7.35377
H  -2.38639  -2.00272  5.68365
H  4.06964  -0.27451  0.17463
H  6.05525  -2.04905  -2.51614
C  2.55425  1.16935  -0.29157

Computed properties:
- gap between HOMO and LUMO (eV) = 6.7503
- net charge = +1
- multiplicity = 1
- E_HOMO (eV) = -10.51
- relative energy (zero: lowest compared OMol25 entry of this formula, charge and spin) (kcal/mol) = 0.0

The molecule's Mulliken atomic charges, reported in e, are given here:
1. C -0.55
2. O -0.28
3. H 0.31
4. H 0.46
5. C -0.51
6. O -0.38
7. H 0.44
8. H 0.30
9. N 0.36
10. C -0.34
11. N -0.57
12. C -0.68
13. H 0.52
14. H 0.23
15. H 0.43
16. H 0.32
17. H 0.35
18. H 0.25
19. H 0.30
20. C -0.58
21. H 0.07
22. H 0.24
23. H 0.25
24. H 0.36
25. C -0.50
26. H 0.13
27. H 0.46
28. H 0.37
29. N 0.04
30. C -0.75
31. C -0.16
32. H 0.32
33. C -0.66
34. H 0.32
35. H 0.27
36. C -0.60
37. N -0.13
38. H 0.38
39. H 0.13
40. H 0.28
41. C -0.42
42. H 0.19
43. C -0.08
44. H 0.35
45. H 0.32
46. O -0.55
47. C -0.82
48. B 0.39
49. H 0.31
50. H 0.23
51. O -0.51
52. H 0.34
53. H 0.57
54. H 0.32
55. H 0.38
56. O -0.37
57. H 0.40
58. O -0.31
59. O -0.41
60. H 0.08
61. H 0.32
62. O -0.41
63. H 0.34
64. C -0.09
65. H 0.36
66. H 0.32
67. H 0.36
68. H 0.25
69. H 0.33
70. H 0.37
71. H 0.24
72. H 0.32
73. H 0.38
74. C -0.83
75. C -0.55
76. H 0.37
77. H 0.37
78. H 0.24
79. H 0.33
80. C -0.93
81. O -0.33
82. H 0.13
83. C -1.16
84. C -0.88
85. H 0.35
86. C -0.45
87. H 0.43
88. H 0.30
89. H 0.28
90. C -0.89
91. C 0.41
92. C -0.71
93. H 0.25
94. H 0.25
95. H 0.35
96. C -0.99

=====

ORCA calculation (the ωB97M-V functional and the def2-TZVPD basis) on a cluster of 3 separate species, C17H41NO12P2 in total.

CARTESIAN COORDINATES (ANGSTROEM)
H  -0.70487  -2.14779  3.59060
H  -1.25153  -2.44915  1.92842
H  -0.71607  7.08653  -3.13158
H  2.42551  -7.86607  4.21700
O  0.99885  0.99056  -0.32142
O  2.55504  0.17179  -1.82726
O  1.40230  -5.37041  4.74620
H  0.11020  -6.87350  4.11584
H  -0.95215  -3.79947  3.03936
H  0.23071  4.67592  -3.49129
C  1.79709  -7.77272  5.10379
H  5.82550  -6.25069  3.36254
C  -5.50924  5.49269  -4.34825
P  -3.01243  5.37057  -3.48268
H  0.93289  -3.41873  1.33898
C  4.34425  -5.38253  4.66318
C  0.83099  -2.85517  2.26518
C  -0.42919  -0.41164  -1.87506
H  3.86325  -0.10705  -0.24801
H  -1.92944  -1.81100  -2.46957
H  1.39117  5.99082  -3.73844
H  -5.41020  4.41096  -4.43063
C  -6.41681  5.87304  -3.19859
C  -2.42529  5.91601  -0.92255
H  -0.47330  -2.97330  -1.24487
C  -0.30959  0.74961  -0.86988
O  2.22901  2.35424  -1.58512
O  3.56052  -4.69986  3.67941
C  3.26495  -0.70287  -0.94016
H  -0.73244  5.18110  0.19554
O  -4.22798  6.11469  -4.21553
H  5.06915  -4.64515  5.00810
C  1.93986  1.24342  -1.25871
C  -0.60762  -2.81145  2.72963
H  0.19033  -6.55988  5.83992
H  -2.63867  6.73493  -0.23322
H  -3.06575  5.08192  -0.63003
H  3.74311  -5.64818  5.53169
H  -0.58382  -0.02711  -2.88420
N  2.40735  -1.55588  -0.14016
H  -0.62527  1.67056  -1.36755
H  0.63719  5.18786  -5.12105
H  2.44635  -7.59753  5.96302
H  1.28050  -8.72086  5.25411
H  -7.37369  5.35558  -3.27906
H  -0.31831  6.37648  -1.03115
H  0.47618  -1.00754  -1.91887
H  -2.37301  -0.89142  -0.98898
O  -1.11355  -2.47411  -0.73086
H  -5.92710  5.85271  -5.28945
H  -1.00689  0.54855  -0.06252
O  1.68574  -3.39794  3.28162
H  3.92969  -1.26710  -1.59592
H  5.58801  -7.12684  4.87961
H  -0.71881  4.72435  -1.50683
O  -3.57955  4.18490  -2.80905
H  -0.47188  7.32288  -4.84017
C  -1.56877  -1.38388  -1.52963
C  -0.96803  5.52815  -0.81116
C  0.79376  -6.65211  4.93686
H  3.02566  -2.14630  0.40994
O  -2.77992  6.39128  -2.21815
C  -0.65568  6.56224  -4.08097
C  0.46668  5.54550  -4.10522
H  1.87490  -2.19388  -0.72180
H  4.39840  -7.25102  3.57102
P  2.04094  -4.95921  3.33493
O  1.33540  -5.61839  2.23086
H  -6.60093  6.94820  -3.19986
H  -5.96053  5.62039  -2.24148
C  5.07972  -6.57565  4.08824
H  1.18648  -1.84628  2.06961
O  -1.91939  5.99127  -4.43828

Computed properties:
- gap between HOMO and LUMO (eV) = 10.3771
- net charge = 0
- multiplicity = 1
- E_HOMO (eV) = -9.83
- SMILES string = CCOP(=O)(OCC)OCC.CCOP(=O)(OCC)OCC.NCOC(=O)OCCCO

The molecule's Mulliken atomic charges, reported in e, are given here:
1. H 0.33
2. H 0.29
3. H 0.25
4. H 0.13
5. O -0.35
6. O -0.30
7. O -0.32
8. H 0.30
9. H 0.28
10. H 0.10
11. C -0.87
12. H 0.34
13. C -0.28
14. P 1.15
15. H 0.29
16. C -0.20
17. C -0.09
18. C -0.02
19. H 0.41
20. H 0.31
21. H 0.34
22. H 0.32
23. C -1.02
24. C -0.32
25. H 0.27
26. C -0.39
27. O -0.57
28. O -0.29
29. C -0.48
30. H 0.42
31. O -0.36
32. H 0.34
33. C 0.57
34. C -1.23
35. H 0.36
36. H 0.34
37. H 0.29
38. H 0.26
39. H 0.39
40. N -0.22
41. H 0.09
42. H 0.36
43. H 0.26
44. H 0.40
45. H 0.37
46. H 0.27
47. H 0.01
48. H 0.40
49. O -0.43
50. H 0.33
51. H 0.45
52. O -0.39
53. H 0.30
54. H 0.35
55. H -0.08
56. O -0.80
57. H 0.34
58. C -0.76
59. C -0.69
60. C -0.34
61. H 0.21
62. O -0.42
63. C -0.19
64. C -0.87
65. H 0.13
66. H 0.29
67. P 0.98
68. O -0.76
69. H 0.28
70. H 0.27
71. C -1.08
72. H 0.33
73. O -0.38

=====

no.,E_tot (Eh)
1,-246.996127
2,-1869.947077
3,-2312.813226